# 1
A molecular structure, C4H10O2 at a distorted geometry. Source: the OMol25 dataset; level of theory: wB97M-V/def2-TZVPD.

```
16
Properties=species:S:1:pos:R:3:forces:R:3
O -0.90922 -0.96212 1.50559 -1.01 -0.54 -0.95
O -0.00009 -0.21952 -1.89639 0.45 1.50 0.58
C -0.53468 1.54112 -0.01129 -0.08 -0.23 -0.01
C 1.40980 -0.03991 0.41310 -0.18 -0.16 -0.10
C 0.00021 0.13833 -0.07409 0.90 0.30 -4.08
C -0.92671 -0.93412 -0.26939 -0.65 -1.04 4.80
H 0.09497 2.19131 -0.61866 0.10 -0.02 0.16
H -1.54480 1.60529 -0.40858 -0.02 -0.08 0.02
H 1.70558 -1.08799 0.39654 0.06 0.05 0.01
H 1.50168 0.34345 1.42927 -0.14 -0.12 0.02
H 0.86816 -0.57249 -2.12927 -0.03 -0.05 0.19
H 2.08788 0.55327 -0.20134 -0.04 -0.05 -0.13
H -0.68843 -1.94929 -0.55451 0.45 0.25 0.08
H -0.55466 -1.80814 1.80618 -0.04 0.05 -0.18
H -0.54116 1.88137 1.02346 0.05 0.02 0.04
H -1.96854 -0.68055 -0.41062 0.18 0.15 -0.45
```
Forces are in eV/Å.

* calculated total energy: -8401.7397 eV
* 2S+1: 1
* relative energy (zero: lowest compared OMol25 entry of this formula, charge and spin): 87.8 kcal per mole

Here are the Löwdin charges for atoms 1 to 2, given in e: -0.19, -0.17

---

# 2
2 unconnected molecules or ions with the total composition C4H10O2 at a distorted geometry. Source: the OMol25 dataset; level of theory: wB97M-V/def2-TZVPD.

```
16
Properties=species:S:1:pos:R:3:forces:R:3
O 1.72525 -1.31782 2.26241 -0.98 -2.95 -0.50
O 0.61260 0.15577 1.16181 -0.84 1.30 -1.86
C -1.36926 1.07373 -1.19459 0.24 -1.99 -3.30
C -0.03906 0.88223 -2.18835 -0.15 -2.04 2.67
C 1.62939 -0.44317 1.21898 -0.06 -0.38 1.86
C -2.24916 -0.24642 -0.90940 0.11 0.98 -0.45
H 2.56816 -0.31396 0.62034 -0.70 -0.13 0.46
H -1.80212 -1.03791 -0.30296 0.34 0.06 -0.43
H 0.94797 0.94184 -1.68976 -0.61 1.04 0.17
H 0.83136 -1.86990 2.30849 2.59 2.15 0.06
H -2.06909 1.62904 -1.80328 -0.15 0.39 -0.41
H -3.05930 0.11660 -0.30686 -0.51 0.28 0.66
H 0.00773 1.32966 -3.14490 -0.43 1.38 -0.63
H -1.24650 1.72578 -0.35962 0.72 -0.19 0.87
H -2.84066 -0.66007 -1.78851 1.45 0.43 0.64
H 0.12820 -0.16284 -2.48657 -1.01 -0.34 0.20
```
Forces are in eV/Å.

* calculated total energy: -8403.5032 eV
* 2S+1: 1
* relative energy (zero: lowest compared OMol25 entry of this formula, charge and spin): 47.1 kcal per mole

Here are the Löwdin charges for atoms 1 to 2, given in e: 0.00, 0.08

---

# 3
2 unconnected molecules or ions with the total composition C4H10O2. Source: the OMol25 dataset; level of theory: wB97M-V/def2-TZVPD.

```
16
Properties=species:S:1:pos:R:3:forces:R:3
O 0.33611 1.26521 0.87262 0.02 -0.01 -0.27
O 0.60082 -1.52587 1.15129 0.10 0.21 0.11
C -0.58554 -1.09295 -0.91413 -0.01 0.09 -0.17
C -0.49098 -0.31963 -1.99590 0.00 -0.11 0.11
C 0.58009 -1.76744 -0.23647 0.01 -0.13 -0.36
C -0.89046 1.41747 1.57317 -0.25 0.10 0.21
H -0.68642 2.02880 2.45437 -0.04 -0.09 -0.08
H 0.49327 -2.85345 -0.35985 -0.01 0.14 0.01
H -1.29104 0.44768 1.89881 0.05 0.15 -0.07
H 0.74037 -0.56739 1.26527 -0.03 -0.19 0.05
H -1.64356 1.93068 0.96314 0.11 -0.07 0.09
H -1.36385 0.13741 -2.45555 0.11 -0.09 0.09
H 0.46851 -0.13715 -2.47911 -0.12 -0.04 0.10
H 1.51867 -1.46009 -0.72649 -0.13 -0.04 0.10
H -1.55528 -1.26427 -0.44435 0.12 0.03 -0.09
H 0.11492 1.00516 -0.03505 0.08 0.06 0.14
```
Forces are in eV/Å.

* calculated total energy: -8403.8380 eV
* 2S+1: 1
* relative energy (zero: lowest compared OMol25 entry of this formula, charge and spin): 39.4 kcal per mole

Here are the Löwdin charges for atoms 1 to 2, given in e: -0.14, -0.08

---

What is the relative energy (zero: lowest compared OMol25 entry of this formula, charge and spin) in the second record?
47.1 kcal per mole